# 1
Entry from OMol25: a gas-phase ion, C5H8N (charge +1) (wB97M-V/def2-TZVPD).

Geometry as XYZ:
```
14
C5H8N wB97M-V/def2-TZVPD
N 0.84 0.35 0.27
C -0.40 -0.20 1.16
C -1.22 0.28 0.06
C -0.18 1.24 -0.36
C 0.81 -0.94 -0.39
C -0.66 -1.11 -0.06
H -0.03 1.40 -1.45
H 0.97 -1.06 -1.47
H -1.32 -1.99 -0.18
H -2.28 0.54 -0.09
H -0.28 -0.10 2.19
H 1.56 -1.67 -0.03
H -0.18 2.27 0.09
H 1.70 0.84 0.47
```

relative energy (zero: lowest compared OMol25 entry of this formula, charge and spin): 347.82 kJ/mol
SMILES: C1[C@@H]2[C@@H]3C[N@H+]1[C@H]23
E_tot: -249.692665 hartree
F_max: 3.98 eV Å⁻¹
orbital gap: 11.96 eV
HOMO: -15.3 eV
net charge: +1


# 2
Entry from OMol25: a gas-phase ion, C5H8N (charge +1) (wB97M-V/def2-TZVPD).

Geometry as XYZ:
```
14
C5H8N wB97M-V/def2-TZVPD
N 1.03 1.00 -1.56
C 0.34 -0.32 -1.64
C -0.22 0.05 2.05
C -0.42 -0.88 -0.64
C -1.52 -0.64 1.84
C -0.68 -0.61 0.78
H -0.92 -1.85 -0.81
H 0.64 -0.68 -2.62
H 0.84 1.69 -2.38
H -0.22 1.07 2.25
H 0.63 -0.40 2.62
H 2.03 0.85 -1.62
H 0.90 1.50 -0.60
H -2.43 -0.78 2.31
```

relative energy (zero: lowest compared OMol25 entry of this formula, charge and spin): 410.44 kJ/mol
SMILES: [NH3+]/C=C\C1=CC1
E_tot: -249.668814 hartree
F_max: 5.27 eV Å⁻¹
orbital gap: 8.71 eV
HOMO: -12.9 eV
net charge: +1


# 3
Entry from OMol25: a molecular structure, C5H8N (wB97M-V/def2-TZVPD).

Geometry as XYZ:
```
14
C5H8N wB97M-V/def2-TZVPD
N 0.67 0.65 0.69
C 1.99 1.18 0.23
C -1.00 -0.05 0.03
C 0.68 1.67 -0.34
C -1.39 -1.40 0.16
C 0.10 0.32 -0.71
H -0.74 -2.15 -0.41
H 2.61 0.46 -0.24
H -2.40 -1.30 -0.46
H -1.66 -1.81 1.15
H 2.39 1.91 1.04
H 0.56 -0.51 -1.41
H -1.57 0.76 0.48
H 0.34 2.66 -0.37
```

relative energy (zero: lowest compared OMol25 entry of this formula, charge and spin): 525.08 kJ/mol
E_tot: -249.625150 hartree
F_max: 4.91 eV Å⁻¹
orbital gap: 10.04 eV
HOMO: -15.4 eV
net charge: +1


# 4
Entry from OMol25: 2 unconnected molecules or ions with the total composition C5H8N (wB97M-V/def2-TZVPD).

Geometry as XYZ:
```
14
C5H8N wB97M-V/def2-TZVPD
N -0.20 0.89 -1.08
C 0.23 -2.19 0.57
C 1.26 -1.39 -0.03
C -0.16 2.00 -0.15
C 1.46 -2.18 1.16
C -1.36 0.99 -0.16
H 1.58 -0.56 -0.66
H -0.49 1.19 -2.03
H 1.89 -2.41 2.02
H -0.44 2.96 -0.54
H -2.20 1.26 -0.73
H -0.63 -2.71 0.51
H 0.45 2.05 0.67
H -1.39 0.11 0.44
```

relative energy (zero: lowest compared OMol25 entry of this formula, charge and spin): 564.90 kJ/mol
E_tot: -249.609986 hartree
F_max: 6.77 eV Å⁻¹
orbital gap: 8.05 eV
HOMO: -13.4 eV
net charge: +1


# 5
Entry from OMol25: 2 unconnected molecules or ions with the total composition C5H8N (wB97M-V/def2-TZVPD).

Geometry as XYZ:
```
14
C5H8N wB97M-V/def2-TZVPD
N -1.09 0.70 -0.05
C 2.36 0.06 0.06
C -3.41 -0.37 0.05
C 1.63 1.19 0.06
C -2.18 0.31 -0.07
C 3.00 -1.01 -0.15
H 1.80 1.49 -0.96
H 2.71 -1.99 0.16
H -3.26 -1.42 0.28
H 0.39 0.78 0.04
H 4.11 -1.26 -0.37
H -3.85 -0.11 0.99
H 1.70 1.81 0.93
H -3.88 -0.17 -0.96
```

relative energy (zero: lowest compared OMol25 entry of this formula, charge and spin): 419.00 kJ/mol
E_tot: -249.665554 hartree
F_max: 3.47 eV Å⁻¹
orbital gap: 10.38 eV
HOMO: -15.4 eV
net charge: +1


# 6
Entry from OMol25: a molecular structure, C5H8N (wB97M-V/def2-TZVPD).

Geometry as XYZ:
```
14
C5H8N wB97M-V/def2-TZVPD
N 0.66 -1.54 0.40
C 1.25 1.70 -0.13
C 0.33 -0.40 1.02
C -2.25 0.10 -0.30
C 1.01 0.41 -0.02
C 1.28 -0.91 -0.67
H 0.72 2.39 0.55
H 1.90 2.09 -0.99
H -1.92 -0.92 -0.13
H 0.60 -2.54 0.70
H 1.28 -1.27 -1.73
H -1.94 0.50 -1.18
H -0.13 -0.15 1.99
H -2.80 0.54 0.49
```

relative energy (zero: lowest compared OMol25 entry of this formula, charge and spin): 613.35 kJ/mol
E_tot: -249.591532 hartree
F_max: 3.65 eV Å⁻¹
orbital gap (alpha / beta): 7.08 / 8.16 eV
HOMO (alpha / beta): -12.8 / -13.9 eV
net charge: +1


# 7
Entry from OMol25: a gas-phase ion, C5H8N (charge +1) (wB97M-V/def2-TZVPD).

Geometry as XYZ:
```
14
C5H8N wB97M-V/def2-TZVPD
N 0.49 0.21 0.50
C -1.18 0.61 2.20
C 0.64 0.15 -1.90
C 0.03 -0.60 -0.72
C -0.82 0.40 -0.14
C -0.43 -0.29 1.54
H 0.26 1.30 -1.88
H 0.15 -1.63 -0.43
H -1.79 0.20 2.97
H -1.24 1.59 1.98
H 1.67 0.12 -2.00
H -0.44 -1.40 1.89
H 0.27 -0.35 -2.77
H 1.29 0.86 0.51
```

relative energy (zero: lowest compared OMol25 entry of this formula, charge and spin): 669.18 kJ/mol
E_tot: -249.570265 hartree
F_max: 3.48 eV Å⁻¹
orbital gap: 9.02 eV
HOMO: -14.6 eV
net charge: +1


# 8
Entry from OMol25: a molecular structure, C5H8N (wB97M-V/def2-TZVPD).

Geometry as XYZ:
```
14
C5H8N wB97M-V/def2-TZVPD
N -0.36 -0.90 -0.29
C -0.34 -0.76 1.16
C 1.48 0.81 -0.63
C 0.02 0.49 -0.61
C -0.74 0.63 0.72
C -1.58 -0.60 0.45
H -2.58 -0.95 0.39
H 1.98 0.44 0.27
H 1.61 1.89 -0.68
H -0.50 0.87 -1.50
H 1.96 0.37 -1.51
H -0.97 1.49 1.33
H 0.12 -1.33 1.94
H -0.11 -2.45 -1.04
```

relative energy (zero: lowest compared OMol25 entry of this formula, charge and spin): 670.58 kJ/mol
E_tot: -249.569732 hartree
F_max: 6.48 eV Å⁻¹
orbital gap: 9.29 eV
HOMO: -15.8 eV
net charge: +1


# 9
Entry from OMol25: a molecular structure, C5H8N (wB97M-V/def2-TZVPD).

Geometry as XYZ:
```
14
C5H8N wB97M-V/def2-TZVPD
N 1.01 1.38 -0.12
C 1.76 0.08 -0.39
C 0.50 -0.64 -0.40
C 1.45 -0.78 0.76
C -2.85 0.10 -0.01
C -0.13 0.78 -0.32
H 0.14 -1.53 -0.96
H 2.41 0.09 -1.17
H -3.06 0.83 0.83
H -3.21 0.29 -0.97
H 1.20 -0.49 1.78
H 1.19 2.35 0.00
H -2.39 -0.75 0.21
H 1.97 -1.72 0.76
```

relative energy (zero: lowest compared OMol25 entry of this formula, charge and spin): 715.99 kJ/mol
E_tot: -249.552436 hartree
F_max: 5.53 eV Å⁻¹
orbital gap (alpha / beta): 6.69 / 9.43 eV
HOMO (alpha / beta): -13.3 / -14.4 eV
net charge: +1


# 10
Entry from OMol25: a gas-phase ion, C5H8N (charge +1) (wB97M-V/def2-TZVPD).

Geometry as XYZ:
```
14
C5H8N wB97M-V/def2-TZVPD
N 0.11 -0.59 -0.44
C 1.92 -0.14 1.23
C 1.16 -0.92 0.19
C -1.87 1.26 -0.45
C -1.10 0.11 -0.84
C -0.89 -1.06 -1.30
H -2.85 1.25 -1.01
H 1.42 0.43 1.95
H 1.55 -1.89 -0.03
H -2.13 1.22 0.53
H -1.05 -1.92 -1.75
H -1.33 2.23 -0.58
H 2.54 0.70 0.64
H 2.50 -0.70 1.86
```

relative energy (zero: lowest compared OMol25 entry of this formula, charge and spin): 395.62 kJ/mol
SMILES: C/C=[N+]1C=C/1C
E_tot: -249.674462 hartree
F_max: 4.78 eV Å⁻¹
orbital gap: 11.04 eV
HOMO: -14.6 eV
net charge: +1


# 11
Entry from OMol25: a gas-phase ion, C5H8N (charge +1) (wB97M-V/def2-TZVPD).

Geometry as XYZ:
```
14
C5H8N wB97M-V/def2-TZVPD
N -0.02 0.52 -0.14
C 0.71 -1.39 0.70
C 0.99 0.15 0.66
C -0.27 1.86 -0.45
C -0.52 -1.81 -0.18
C -0.87 -0.53 -0.56
H -0.60 2.00 -1.52
H 0.39 2.72 -0.38
H -0.82 -2.86 -0.25
H -1.80 -0.32 -1.08
H 1.79 0.76 1.06
H 0.57 -1.65 1.80
H 1.61 -1.71 0.17
H -1.16 2.25 0.16
```

2S+1: 3
relative energy (zero: lowest compared OMol25 entry of this formula, charge and spin): 214.48 kJ/mol
E_tot: -249.614379 hartree
F_max: 5.85 eV Å⁻¹
orbital gap (alpha / beta): 7.55 / 8.24 eV
HOMO (alpha / beta): -11.6 / -16.4 eV
net charge: +1


# 12
Entry from OMol25: a gas-phase ion, C5H8N (charge +1) (wB97M-V/def2-TZVPD).

Geometry as XYZ:
```
14
C5H8N wB97M-V/def2-TZVPD
N 2.94 0.73 0.09
C 0.59 -0.26 -0.01
C -0.93 0.17 0.09
C 0.76 -1.68 -0.07
C -1.13 1.65 -0.05
C 1.82 0.47 0.09
H -0.55 2.07 -0.91
H 1.75 -2.08 0.03
H -1.03 -0.19 1.08
H -0.82 2.27 0.79
H 0.25 -2.29 -0.87
H 0.01 -2.21 0.58
H -1.42 -0.46 -0.64
H -2.24 1.80 -0.20
```

2S+1: 3
relative energy (zero: lowest compared OMol25 entry of this formula, charge and spin): 367.26 kJ/mol
E_tot: -249.556187 hartree
F_max: 7.75 eV Å⁻¹
orbital gap (alpha / beta): 10.33 / 5.69 eV
HOMO (alpha / beta): -14.3 / -17.1 eV
net charge: +1


# 13
Entry from OMol25: 2 unconnected molecules or ions with the total composition C5H8N (wB97M-V/def2-TZVPD).

Geometry as XYZ:
```
14
C5H8N wB97M-V/def2-TZVPD
N -0.47 2.33 1.31
C 0.85 -2.36 -0.59
C 0.33 0.06 -0.91
C -1.37 1.87 1.98
C 0.49 -1.13 -1.36
C 0.19 1.33 -0.38
H 1.73 -2.82 -1.03
H 1.03 -2.13 0.46
H -1.64 2.47 2.86
H -0.67 1.85 -0.78
H -1.98 0.97 1.86
H 0.39 -1.29 -2.43
H 1.10 1.91 -0.31
H 0.02 -3.06 -0.67
```

2S+1: 3
relative energy (zero: lowest compared OMol25 entry of this formula, charge and spin): 347.85 kJ/mol
E_tot: -249.563578 hartree
F_max: 3.73 eV Å⁻¹
orbital gap (alpha / beta): 9.07 / 7.10 eV
HOMO (alpha / beta): -13.4 / -15.3 eV
net charge: +1


# 14
Entry from OMol25: a single C5H8N2 molecule (wB97M-V/def2-TZVPD).

Geometry as XYZ:
```
15
C5H8N2 wB97M-V/def2-TZVPD
N 0.20 3.07 -0.32
N 0.61 -0.29 0.66
C 0.39 0.46 -0.60
C -0.84 -0.36 -0.81
C 0.31 1.92 -0.41
C -2.01 0.27 -0.13
C 1.68 -1.28 0.56
H 2.66 -0.78 0.61
H -0.25 -0.79 0.91
H 1.18 0.24 -1.33
H -2.45 0.78 -1.01
H -2.76 -0.45 0.21
H -1.85 1.05 0.63
H 1.61 -1.87 -0.36
H 1.59 -1.94 1.42
```

relative energy (zero: lowest compared OMol25 entry of this formula, charge and spin): 433.22 kJ/mol
E_tot: -304.670489 hartree
F_max: 1.11 eV Å⁻¹
orbital gap: 9.40 eV
HOMO: -9.1 eV


# 15
Entry from OMol25: a single C5H8N2 molecule (wB97M-V/def2-TZVPD).

Geometry as XYZ:
```
15
C5H8N2 wB97M-V/def2-TZVPD
N 0.63 -0.55 1.40
N 0.36 2.84 0.51
C 1.10 -0.65 -0.03
C -0.98 -0.19 -1.63
C 0.04 1.75 0.73
C -0.46 0.37 0.92
C -0.42 -0.59 -0.30
H -0.12 -1.41 1.12
H -0.59 0.78 -2.01
H 1.70 0.23 -0.27
H 1.65 -1.57 -0.24
H -1.34 0.39 1.56
H -2.07 -0.10 -1.59
H 1.23 -0.34 2.20
H -0.74 -0.95 -2.39
```

relative energy (zero: lowest compared OMol25 entry of this formula, charge and spin): 457.24 kJ/mol
E_tot: -304.661342 hartree
F_max: 1.12 eV Å⁻¹
orbital gap: 8.24 eV
HOMO: -7.6 eV


# 16
Entry from OMol25: a single C5H8N2 molecule (wB97M-V/def2-TZVPD).

Geometry as XYZ:
```
15
C5H8N2 wB97M-V/def2-TZVPD
N -0.03 0.75 -0.10
N 1.91 -1.34 1.85
C -1.17 -1.45 -0.38
C -1.08 0.04 -0.51
C 1.65 -0.66 0.95
C -0.06 1.98 0.43
C 1.31 0.16 -0.22
H -1.74 -1.89 -1.21
H 1.34 -0.45 -1.13
H 2.03 0.97 -0.33
H -1.03 2.37 0.73
H -2.01 0.60 -0.56
H -1.70 -1.73 0.54
H 0.79 2.63 0.30
H -0.22 -1.97 -0.35
```

relative energy (zero: lowest compared OMol25 entry of this formula, charge and spin): 304.98 kJ/mol
E_tot: -304.719336 hartree
F_max: 1.17 eV Å⁻¹
orbital gap (alpha / beta): 7.62 / 7.62 eV
HOMO (alpha / beta): -7.0 / -7.0 eV


# 17
Entry from OMol25: a single C5H8N2 molecule (wB97M-V/def2-TZVPD).

Geometry as XYZ:
```
15
C5H8N2 wB97M-V/def2-TZVPD
N 0.37 0.25 0.55
N 2.91 -1.97 -0.07
C -0.54 1.35 0.27
C 1.67 0.34 -0.09
C -0.76 0.01 -0.33
C 2.33 -0.97 -0.13
C -1.82 -0.95 0.16
H -0.19 2.15 -0.38
H 2.32 0.97 0.53
H -0.53 -0.07 -1.40
H 1.63 0.79 -1.10
H -1.98 -0.81 1.23
H -1.50 -1.98 0.00
H -2.77 -0.79 -0.36
H -1.13 1.68 1.12
```

relative energy (zero: lowest compared OMol25 entry of this formula, charge and spin): 160.08 kJ/mol
SMILES: C[C@H]1CN1CC#N
E_tot: -304.774526 hartree
F_max: 1.23 eV Å⁻¹
orbital gap: 10.81 eV
HOMO: -9.9 eV


# 18
Entry from OMol25: a single C5H8N2 molecule (wB97M-V/def2-TZVPD).

Geometry as XYZ:
```
15
C5H8N2 wB97M-V/def2-TZVPD
N -1.05 -1.31 -1.00
N 2.29 0.35 1.43
C 1.49 -0.04 0.59
C -0.45 -0.25 -0.59
C -1.14 1.05 -0.34
C 1.06 -0.16 -0.83
C 0.49 -0.60 1.47
H -1.17 1.60 -1.27
H -2.07 -1.17 -0.95
H 1.40 -1.11 -1.26
H 0.68 -1.64 1.67
H -0.64 1.71 0.35
H 1.38 0.66 -1.48
H -0.09 -0.09 2.21
H -2.16 1.00 0.00
```

relative energy (zero: lowest compared OMol25 entry of this formula, charge and spin): 419.80 kJ/mol
E_tot: -304.675603 hartree
F_max: 3.08 eV Å⁻¹
orbital gap (alpha / beta): 8.79 / 8.79 eV
HOMO (alpha / beta): -8.9 / -8.9 eV


# 19
Entry from OMol25: a molecular structure, C5H8N2 (wB97M-V/def2-TZVPD).

Geometry as XYZ:
```
15
C5H8N2 wB97M-V/def2-TZVPD
N -1.27 0.32 -0.54
N -0.91 1.50 0.12
C -2.79 -0.64 0.05
C 0.90 0.09 -0.05
C 0.34 1.34 0.42
C 2.31 -0.39 0.15
C -0.14 -0.50 -0.68
H -3.13 0.16 0.75
H 0.85 2.13 0.96
H 2.47 -1.39 -0.26
H 3.03 0.28 -0.34
H -2.23 -1.33 0.72
H 2.57 -0.41 1.21
H -0.24 -1.45 -1.18
H -1.85 0.48 -1.36
```

relative energy (zero: lowest compared OMol25 entry of this formula, charge and spin): 462.80 kJ/mol
E_tot: -304.659224 hartree
F_max: 0.60 eV Å⁻¹
orbital gap: 8.33 eV
HOMO: -8.0 eV


# 20
Entry from OMol25: a single C5H8N2 molecule (wB97M-V/def2-TZVPD).

Geometry as XYZ:
```
15
C5H8N2 wB97M-V/def2-TZVPD
N 2.24 1.76 -1.28
N -0.62 0.35 0.08
C 0.92 -0.52 1.40
C -0.09 -0.98 0.31
C -0.26 0.93 -1.16
C -1.57 -0.70 0.25
C 1.15 1.37 -1.18
H -0.89 1.81 -1.29
H -2.09 -0.93 -0.68
H 0.23 -1.56 -0.59
H 0.44 -0.52 2.38
H 1.82 -1.10 1.33
H 1.21 0.55 1.24
H -2.20 -0.67 1.13
H -0.39 0.22 -1.99
```

relative energy (zero: lowest compared OMol25 entry of this formula, charge and spin): 294.55 kJ/mol
SMILES: C[C@H]1CN1CC#N
E_tot: -304.723307 hartree
F_max: 1.75 eV Å⁻¹
orbital gap: 10.42 eV
HOMO: -9.5 eV